(1)
Computed, not measured: a molecular structure, C34H40IrN5OP, with the ωB97M-V functional and the def2-TZVPD basis.

Properties
* F_max: 0.581 eV Å⁻¹
* total energy: -2113.35847 Ha
* ΔE to the lowest compared entry with this formula, charge and spin: 0.0 kJ/mol
* charge: +3
* orbital gap: 7.26 eV

Cartesian coordinates (Å):
Ir -0.96 -0.17 0.81
C -2.98 2.45 -0.67
C -2.58 1.57 0.46
C -1.61 1.97 1.40
C -1.40 1.26 2.63
C -0.62 1.86 3.75
C -2.11 0.06 2.80
C -3.12 -0.40 1.89
C -4.00 -1.56 2.22
C -3.30 0.37 0.73
H -3.62 3.24 -0.26
H -3.56 1.93 -1.42
H -2.13 2.93 -1.16
H -1.05 2.88 1.23
H -1.34 2.37 4.40
H 0.10 2.60 3.41
H -0.11 1.11 4.35
H -1.92 -0.52 3.69
H -4.92 -1.17 2.67
H -3.54 -2.24 2.93
H -4.29 -2.11 1.33
H -4.05 0.05 0.01
O -1.08 -2.75 2.10
N -0.10 -1.90 1.54
C 1.03 -2.47 1.38
C 2.27 -1.94 0.86
C 3.35 -2.83 0.94
C 4.62 -2.43 0.56
C 4.83 -1.13 0.13
C 3.76 -0.24 0.05
C 2.47 -0.64 0.37
P 1.20 0.66 0.34
C 1.82 1.77 1.62
C 1.93 3.15 1.47
C 2.48 3.92 2.49
C 2.94 3.31 3.65
C 2.85 1.93 3.80
C 2.29 1.16 2.79
C 1.30 1.48 -1.26
C 0.58 2.66 -1.45
C 0.62 3.32 -2.67
C 1.37 2.81 -3.72
C 2.10 1.64 -3.54
C 2.07 0.98 -2.32
H -0.84 -2.88 3.03
H 1.07 -3.50 1.74
H 3.19 -3.83 1.31
H 5.45 -3.13 0.63
H 5.82 -0.80 -0.14
H 3.95 0.78 -0.27
H 1.63 3.64 0.55
H 2.58 4.99 2.36
H 3.38 3.91 4.43
H 3.22 1.46 4.70
H 2.23 0.09 2.92
H 0.00 3.09 -0.65
H 0.07 4.25 -2.80
H 1.40 3.32 -4.67
H 2.70 1.25 -4.35
H 2.65 0.07 -2.20
C -1.61 -0.31 -2.20
N -1.83 -1.02 -3.41
C -2.84 -2.06 -3.20
N -2.38 -3.01 -2.18
C -2.16 -2.34 -0.95
N -1.11 -1.22 -1.08
C 0.13 -1.92 -1.62
N -0.11 -2.60 -2.85
C -0.59 -1.64 -3.86
C -1.13 -3.63 -2.65
H -2.54 0.12 -1.85
H -0.87 0.48 -2.34
H -3.03 -2.59 -4.13
H -3.78 -1.60 -2.87
H -1.81 -3.03 -0.18
H -3.09 -1.87 -0.62
H 0.45 -2.66 -0.88
H 0.90 -1.17 -1.75
H -0.75 -2.16 -4.80
H 0.17 -0.87 -4.02
H -0.78 -4.35 -1.91
H -1.31 -4.16 -3.58


(2)
Computed, not measured: a single C3HBrN2 molecule at a distorted geometry, with the ωB97M-V functional and the def2-TZVPD basis.

Properties
* F_max: 2.803 eV Å⁻¹
* total energy: -2798.22922 Ha
* ΔE to the lowest compared entry with this formula, charge and spin: 449.9 kJ/mol
* orbital gap (alpha / beta): 7.53 / 6.75 eV

Cartesian coordinates (Å):
C 0.05 1.36 0.14
C -1.74 -1.70 0.89
C 1.03 0.50 -0.35
N -0.80 1.99 0.59
N -1.01 -1.76 0.00
Br 0.49 -0.83 -1.43
H 1.98 0.44 0.16


(3)
Computed, not measured: 3 unconnected molecules or ions with the total composition C3H12O2S at a distorted geometry, with the ωB97M-V functional and the def2-TZVPD basis.

Properties
* F_max: 4.510 eV Å⁻¹
* total energy: -670.11259 Ha
* ΔE to the lowest compared entry with this formula, charge and spin: 134.1 kJ/mol
* orbital gap: 9.70 eV

Cartesian coordinates (Å):
C -0.87 -2.24 -0.29
C -0.27 -1.02 -1.01
S 1.51 -0.89 -0.42
C 2.44 -0.76 -1.97
H -1.69 -2.75 -0.85
H -1.31 -1.89 0.63
H -0.25 -2.95 0.15
H -0.96 -0.28 -0.97
H -0.32 -1.20 -2.07
H 3.51 -0.95 -1.69
H 2.21 -1.60 -2.55
H 2.49 0.20 -2.54
H -3.13 4.45 2.45
H -2.21 5.63 2.50
O -2.51 4.99 1.93
H 0.87 -0.22 2.01
H 0.26 1.15 2.10
O 0.25 0.33 2.57